Below is C35H31N3OPPtS3SeTe as an isolated structure, with properties calculated with ωB97M-V with the def2-TZVPD basis set.

Summary:
* frontier orbital gap (spin up / spin down): 5.9 / 5.4 eV
* M: 1038.466 u
* maximum force: 0.70 eV/A
* HOMO (spin up / spin down): -9.514 / -10.468 eV
* energy relative to the best compared isomer or geometry (same formula, charge and spin): 0.817 eV
* LUMO (spin up / spin down): -0.1335 / -0.1853 Eh

Structure (ORCA input):
```
! wB97M-V def2-TZVPD RIJCOSX def2/J DEFGRID3
* xyz 1 5
Pt 0.148 0.020 -0.069
S 2.972 -0.556 3.552
C 1.920 -0.551 2.316
S 0.190 -0.458 2.457
S 2.446 -0.758 0.657
O 1.005 -1.067 -2.845
N 1.015 0.177 -2.221
C 0.744 1.085 -3.060
C 0.688 2.531 -2.761
C 0.747 3.314 -3.916
C 0.734 4.695 -3.865
C 0.654 5.323 -2.634
C 0.579 4.560 -1.479
C 0.583 3.164 -1.504
P 0.466 2.319 0.132
C -0.796 3.180 1.121
C -0.617 4.484 1.591
C -1.622 5.117 2.304
C -2.813 4.453 2.577
C -2.981 3.142 2.163
C -1.975 2.509 1.443
C 2.033 2.739 0.925
C 3.180 2.976 0.165
C 4.388 3.236 0.795
C 4.458 3.260 2.182
C 3.323 3.010 2.942
C 2.111 2.746 2.319
H 1.522 -1.619 -2.246
H 0.593 0.787 -4.095
H 0.815 2.815 -4.878
H 0.792 5.274 -4.778
H 0.646 6.404 -2.567
H 0.519 5.073 -0.531
H 0.328 4.996 1.445
H -1.470 6.129 2.662
H -3.596 4.953 3.135
H -3.887 2.600 2.412
H -2.085 1.475 1.165
H 3.131 2.952 -0.918
H 5.277 3.422 0.201
H 5.402 3.467 2.672
H 3.381 3.007 4.025
H 1.233 2.530 2.916
C 0.947 -9.284 0.454
C 0.817 -7.786 0.483
C -0.431 -7.172 0.411
C -0.575 -5.795 0.460
C -1.961 -5.197 0.383
C 0.591 -5.013 0.562
Te 0.380 -2.911 0.611
C 1.868 -5.598 0.650
C 3.164 -4.830 0.800
C 1.945 -6.984 0.594
H -0.023 -9.768 0.350
H 1.412 -9.644 1.374
H 1.581 -9.604 -0.375
H -1.320 -7.786 0.317
H -2.708 -5.979 0.260
H -2.049 -4.517 -0.465
H -2.208 -4.643 1.290
H 3.043 -3.757 0.701
H 3.885 -5.159 0.051
H 3.606 -5.016 1.781
H 2.926 -7.450 0.647
Se -3.011 -1.449 0.469
N -2.084 -0.313 -0.563
C -2.971 0.542 -1.064
C -2.672 1.637 -1.930
C -3.679 2.443 -2.332
C -5.043 2.231 -1.923
C -5.381 1.208 -1.114
C -4.345 0.328 -0.651
N -4.555 -0.681 0.169
H -1.659 1.811 -2.239
H -3.456 3.280 -2.985
H -5.809 2.909 -2.280
H -6.403 1.032 -0.801
*
```